1.
{"formula": "C7H14O6S2", "method": "ωB97M-V with the def2-TZVPD basis set", "species": ["O", "S", "O", "O", "C", "C", "C", "C", "C", "C", "S", "O", "O", "O", "C", "H", "H", "H", "H", "H", "H", "H", "H", "H", "H", "H", "H", "H", "H"], "xyz": [[2.0096, -1.6095, -0.1229], [3.1450, -0.9366, 0.4363], [4.4118, -0.9937, -0.2106], [3.3980, -1.5227, 1.9015], [2.7068, 0.7750, 0.7448], [1.6134, 1.2871, -0.2084], [0.2224, 1.4011, 0.4341], [-0.7285, 0.2079, 0.2348], [-0.8056, -0.2226, -1.2380], [-1.9529, -1.1649, -1.6302], [-3.4576, -0.8850, -0.7282], [-4.5551, -0.7273, -1.6228], [-3.5293, -1.8101, 0.3635], [-3.1559, 0.5657, -0.1499], [-2.1055, 0.5671, 0.8368], [2.6101, -1.3917, 2.4499], [3.6377, 1.3247, 0.6161], [2.4172, 0.8718, 1.7917], [1.9251, 2.2649, -0.5753], [1.5860, 0.6369, -1.0812], [-0.2746, 2.3081, 0.0799], [0.3542, 1.5267, 1.5144], [-0.3362, -0.6363, 0.8099], [0.1197, -0.7478, -1.4710], [-0.8359, 0.6639, -1.8765], [-2.2277, -0.9961, -2.6707], [-1.7024, -2.2176, -1.5077], [-2.3822, -0.1169, 1.6372], [-2.1078, 1.5778, 1.2427]], "atomic_forces_ev_per_a": [[-0.035, 0.054, 0.087], [-0.014, -0.088, -0.005], [-0.062, -0.050, 0.004], [0.062, 0.309, 0.054], [0.021, 0.106, -0.123], [0.105, -0.002, 0.103], [0.059, -0.214, 0.013], [-0.013, -0.106, 0.125], [0.095, 0.029, 0.081], [-0.020, 0.034, -0.226], [-0.037, -0.017, 0.014], [0.033, 0.007, 0.023], [0.010, 0.023, -0.036], [-0.055, -0.005, 0.047], [0.151, 0.083, 0.148], [-0.013, -0.246, -0.067], [0.040, -0.082, 0.030], [-0.055, -0.050, -0.021], [-0.004, 0.021, 0.085], [-0.028, 0.100, -0.067], [-0.002, -0.060, -0.117], [-0.079, 0.183, -0.026], [-0.008, -0.050, -0.109], [-0.005, 0.039, -0.071], [-0.139, 0.024, 0.064], [0.062, -0.082, -0.010], [-0.012, 0.031, 0.131], [-0.017, -0.017, -0.035], [-0.040, 0.025, -0.097]], "lowdin_charge": [-0.278, 0.598, -0.258, -0.151, -0.209, -0.198, -0.162, -0.286, -0.163, -0.189, 0.619, -0.258, -0.269, -0.222, -0.159, 0.094, 0.106, 0.099, 0.117, 0.097, 0.124, 0.116, 0.139, 0.097, 0.132, 0.107, 0.113, 0.119, 0.127], "gap_ha": 0.41142, "lumo_energy_ev": 0.1, "energy_ev": -41440.738, "smiles": "O=S(=O)(O)CCC[C@@H]1CCS(=O)(=O)OC1", "total_charge": 0}

=====

2.
{"formula": "C7H14OPSY", "method": "ωB97M-V with the def2-TZVPD basis set", "species": ["C", "C", "C", "C", "C", "Y", "P", "H", "H", "H", "H", "H", "H", "H", "H", "C", "S", "C", "O", "H", "H", "H", "H", "H", "H"], "xyz": [[-0.6796, -1.1369, -0.2135], [-1.1882, -2.3667, -0.7166], [-2.3270, -2.7375, 0.0562], [-2.5444, -1.7400, 1.0580], [-1.5512, -0.7301, 0.9076], [0.3745, 2.2595, 0.3605], [1.0577, 2.7529, -2.1612], [0.2132, -0.6024, -0.5687], [-0.7727, -2.9236, -1.5554], [-2.9340, -3.6270, -0.0994], [-1.4315, 0.1812, 1.5133], [-3.3488, -1.7344, 1.7997], [0.3337, 3.8334, -2.8063], [0.9052, 1.7573, -3.2073], [2.3947, 3.2004, -2.4960], [4.0296, 1.8773, 2.3660], [3.3154, 0.4973, 1.4322], [2.6038, -0.4415, 2.8059], [2.0214, 1.1965, 0.8941], [4.9595, 1.5039, 2.8156], [3.3388, 2.2431, 3.1367], [4.2635, 2.6762, 1.6526], [2.4230, 0.2068, 3.6722], [1.6743, -0.9117, 2.4667], [3.3453, -1.2125, 3.0528]], "atomic_forces_ev_per_a": [[-1.090, 0.182, 1.140], [-0.234, 0.493, 0.546], [0.568, 0.965, 0.254], [0.452, 0.121, -0.609], [0.817, -0.769, -1.152], [-1.985, 0.148, 0.189], [0.197, 0.517, -1.424], [-0.222, -0.214, 0.047], [-0.116, 0.121, 0.225], [0.159, 0.202, 0.077], [-0.120, -0.383, -0.037], [0.333, -0.013, -0.322], [0.408, -0.660, 0.389], [0.229, 0.538, 0.217], [-0.652, -0.317, -0.033], [0.539, -0.293, -0.021], [-1.958, 1.253, 0.736], [0.654, -0.336, 0.159], [2.293, -1.278, 0.418], [-0.173, 0.160, -0.026], [0.058, -0.267, -0.369], [-0.084, -0.286, 0.099], [0.016, -0.090, -0.382], [0.172, 0.110, -0.208], [-0.260, 0.095, 0.086]], "lowdin_charge": [-0.247, -0.211, -0.190, -0.206, -0.251, 0.716, 0.473, 0.013, 0.062, 0.065, -0.006, 0.065, -0.115, -0.120, -0.128, -0.245, 0.976, -0.218, -0.831, 0.066, 0.066, 0.062, 0.068, 0.070, 0.064], "gap_ha": [0.18491, 0.17546], "lumo_energy_ev": [-0.5, -0.5], "energy_ev": -30693.156, "de_lowest_kcal_mol": 22.5, "total_charge": 0}

=====

3.
{"formula": "C7H14OS2", "method": "ωB97M-V with the def2-TZVPD basis set", "species": ["C", "C", "C", "C", "C", "C", "C", "O", "S", "S", "H", "H", "H", "H", "H", "H", "H", "H", "H", "H", "H", "H", "H", "H"], "xyz": [[2.5843, 1.2388, 0.0672], [2.4923, 0.1282, -0.9437], [0.2654, 0.0915, 0.5505], [-2.1011, 0.8225, 0.8376], [-1.5598, -1.5900, 0.4473], [-1.2404, 0.0681, -1.3961], [-1.1624, -0.1487, 0.1203], [2.2116, -1.6921, 0.9431], [0.8669, 1.7498, 0.3913], [1.4241, -1.1677, -0.1656], [3.0238, 0.8782, 0.9999], [3.1297, 2.1105, -0.2933], [2.0079, 0.4552, -1.8632], [3.4551, -0.3313, -1.1607], [0.3679, -0.3111, 2.1347], [-3.1262, 0.6586, 0.5177], [-1.8229, 1.8514, 0.6216], [-2.0417, 0.6714, 1.9134], [-0.9480, -2.3000, -0.1085], [-1.4270, -1.7850, 1.5093], [-2.6023, -1.7587, 0.1856], [-0.9276, 1.0779, -1.6571], [-2.2654, -0.0701, -1.7351], [-0.6041, -0.6474, -1.9162]], "atomic_forces_ev_per_a": [[-0.317, 0.262, 0.282], [-0.395, -0.369, 0.147], [0.491, -1.151, 4.087], [0.282, -0.138, -0.030], [0.046, 0.126, -0.005], [-0.144, 0.093, 0.065], [-0.384, -0.052, -0.104], [0.741, -0.695, 1.033], [0.342, 0.231, -0.119], [-0.006, 1.086, -0.935], [0.091, 0.057, -0.103], [0.005, -0.036, 0.016], [0.006, 0.022, -0.058], [-0.040, -0.183, 0.012], [-0.224, 0.801, -4.163], [-0.138, 0.013, -0.058], [-0.083, 0.165, -0.026], [-0.011, -0.001, 0.133], [-0.069, -0.079, 0.000], [-0.026, -0.039, 0.115], [-0.098, -0.017, -0.036], [0.002, 0.011, -0.061], [-0.069, -0.069, -0.066], [-0.003, -0.039, -0.125]], "lowdin_charge": [-0.500, -0.374, -0.705, -0.069, -0.076, -0.072, -0.727, -0.521, 0.888, 0.877, 0.078, 0.080, 0.085, 0.093, 0.242, 0.088, 0.062, 0.085, 0.063, 0.082, 0.089, 0.069, 0.089, 0.072], "gap_ha": 0.34356, "lumo_energy_ev": 0.6, "energy_ev": -31201.805, "de_lowest_kcal_mol": 62.0, "total_charge": 0}

=====

4.
{"formula": "C7H14OSi3", "method": "ωB97M-V with the def2-TZVPD basis set", "species": ["C", "C", "C", "C", "C", "C", "C", "O", "Si", "Si", "Si", "H", "H", "H", "H", "H", "H", "H", "H", "H", "H", "H", "H", "H", "H"], "xyz": [[3.4613, -0.9272, 0.0152], [2.4942, -1.3070, 0.8755], [3.4149, 0.3303, -0.7102], [1.3256, -0.4540, 1.0690], [2.2926, 1.0578, -0.7332], [1.1296, 0.7690, 0.1879], [-0.0171, 1.4888, 0.1211], [-0.0617, -2.4524, -0.6679], [-4.0068, 1.1756, -0.0036], [-3.0556, -1.0566, 0.0895], [-1.1711, -1.4661, -1.0858], [4.3458, -1.4695, -0.0675], [2.6822, -2.2373, 1.4255], [4.0675, 0.5456, -1.4876], [1.6267, 0.2095, 2.0093], [2.2518, 1.9007, -1.3960], [-0.8179, 1.3411, 0.8580], [-0.0910, 2.2731, -0.6909], [0.3927, -0.9369, 1.1358], [-3.4371, 1.9044, -1.2097], [-3.4823, 1.8035, 1.2386], [-5.3474, 1.7652, 0.0270], [-4.1020, -1.9514, -0.2177], [-2.6508, -1.5637, 1.5232], [-1.2440, -0.7427, -2.3055]], "atomic_forces_ev_per_a": [[-0.879, 0.767, 1.165], [1.757, -0.401, -1.487], [-2.522, -0.845, 0.200], [0.881, 3.685, 2.152], [-0.917, 0.126, 1.354], [0.776, -0.447, -2.207], [0.478, 0.116, -0.780], [-0.875, 0.626, -0.278], [1.345, 0.787, -0.096], [-0.232, 0.677, 2.504], [1.215, -0.762, 0.449], [1.275, -1.113, -0.118], [-0.660, 0.462, -0.089], [1.774, 0.291, -0.895], [-0.964, -1.774, -0.745], [-0.313, 0.368, -0.169], [0.163, 0.100, -0.501], [-0.089, -0.779, 1.395], [-0.801, -0.789, 0.865], [0.039, -0.442, 0.497], [0.297, -0.022, -0.134], [-0.688, -0.829, -0.094], [-0.978, -1.094, -0.689], [-0.384, 0.814, -1.020], [0.300, 0.479, -1.277]], "lowdin_charge": [-0.089, -0.088, -0.071, -0.175, -0.044, -0.307, -0.010, -0.416, 0.420, 0.311, 0.409, 0.077, 0.120, 0.082, 0.186, 0.097, 0.045, 0.086, 0.057, -0.111, -0.130, -0.140, -0.164, -0.060, -0.085], "gap_ha": 0.26375, "lumo_energy_ev": -0.8, "energy_ev": -33162.200, "smiles": "O=[SiH][SiH2][SiH3].C=C1C=CC=CC1", "total_charge": 0}

=====

5.
{"formula": "C7H14PPtS", "method": "ωB97M-V with the def2-TZVPD basis set", "species": ["C", "C", "C", "C", "C", "Pt", "P", "H", "H", "H", "H", "H", "H", "H", "H", "C", "S", "C", "H", "H", "H", "H", "H", "H"], "xyz": [[-0.0361, -0.1734, -2.6487], [-0.5237, -1.2816, -3.3769], [0.0251, -2.4679, -2.8098], [0.8721, -2.0875, -1.7272], [0.8580, -0.6690, -1.6194], [-0.8872, 2.3124, 0.0842], [-0.3235, 4.3302, 0.7042], [-0.3076, 0.8816, -2.7595], [-1.1502, -1.2247, -4.2636], [-0.1779, -3.4725, -3.1230], [1.3979, -0.0531, -0.9159], [1.4502, -2.7510, -1.1124], [-0.7449, 4.4901, 2.0907], [-0.8207, 5.4902, -0.0076], [1.1141, 4.5146, 0.7972], [-0.0479, -2.2303, 2.3780], [-0.4113, -0.9464, 1.1686], [-0.1215, 0.4962, 2.1786], [0.0874, -3.1817, 1.8413], [-0.8955, -2.3298, 3.0702], [0.8743, -2.0047, 2.9352], [-1.1084, 0.8667, 2.4810], [0.4739, 0.2018, 3.0470], [0.4034, 1.2900, 1.5880]], "atomic_forces_ev_per_a": [[-0.953, -0.976, -1.223], [0.398, 2.924, 0.449], [1.741, 0.295, 2.161], [-0.615, -0.289, -1.272], [-0.462, -0.969, -0.732], [-0.176, 0.921, -0.462], [-0.202, -1.720, -0.153], [0.120, -0.554, -0.013], [-0.010, -0.027, 0.332], [-0.025, -0.304, -0.098], [-0.059, -0.067, -0.063], [0.022, -0.164, 0.154], [0.416, 0.727, -0.778], [0.541, -0.064, 0.796], [-0.754, 0.688, 0.110], [0.014, -0.355, 0.295], [0.073, -0.184, -0.582], [-0.131, 0.270, 0.408], [-0.081, 0.292, 0.158], [0.327, -0.108, 0.009], [-0.274, -0.128, -0.135], [0.436, 0.227, 0.156], [0.041, 0.094, 0.098], [-0.387, -0.530, 0.383]], "lowdin_spin": [0.163, 0.158, 0.282, 0.019, 0.392, 0.464, 0.099, 0.030, 0.005, 0.017, 0.021, -0.006, 0.015, 0.026, 0.022, 0.025, 0.165, 0.069, 0.000, 0.002, 0.003, 0.013, 0.004, 0.012], "gap_ha": [0.13822, 0.16721], "s2": 2.0222, "lumo_energy_ev": [3.2, 1.6], "energy_ev": -30852.028, "multiplicity": 3, "de_lowest_kcal_mol": 20.5, "total_charge": -1}

=====

6.
{"formula": "C7H14S", "method": "ωB97M-V with the def2-TZVPD basis set", "species": ["C", "C", "C", "C", "C", "C", "C", "H", "H", "H", "H", "H", "H", "H", "H", "H", "H", "H", "H", "H", "H", "S"], "xyz": [[1.1254, -0.7554, -1.4282], [1.4843, 0.2239, -0.3472], [0.1240, 0.4271, 0.4822], [0.2403, 1.5576, 1.4909], [-0.7086, -0.7929, 0.9753], [-1.3135, 0.2469, 0.0158], [-1.9200, -0.2107, -1.2696], [1.9523, -0.9706, -2.0557], [0.7142, -1.7274, -1.0162], [0.3102, -0.2290, -2.0411], [1.8289, 1.2282, -0.4863], [2.1878, -1.3242, 1.4541], [0.3709, 2.4725, 0.9282], [1.0685, 1.3269, 2.1349], [-0.4980, 1.3938, 2.2613], [-1.0426, -0.8916, 1.9265], [-0.2578, -1.6662, 0.4682], [-1.9362, 0.9485, 0.5168], [-3.0517, -0.3279, -1.3207], [-1.7495, 0.3517, -2.0410], [-1.5114, -1.1930, -1.6101], [2.5826, -0.0882, 0.9621]], "atomic_forces_ev_per_a": [[-1.003, 0.498, -0.774], [-4.064, -0.591, 2.501], [-0.744, 0.108, 0.279], [0.261, -1.557, -0.022], [2.338, 1.157, -4.175], [0.323, -1.238, 0.504], [-1.750, -4.463, 2.264], [0.782, -0.367, -0.728], [0.633, 1.289, -0.530], [1.379, -1.082, 0.675], [-0.048, 0.649, -1.609], [0.042, 0.915, -0.589], [-0.424, 0.667, 0.641], [0.947, 0.511, -0.175], [-1.216, 1.068, -0.323], [-0.701, -0.216, 2.797], [-1.117, 0.152, 0.663], [-0.471, 0.504, 0.397], [1.264, 0.103, 0.879], [1.218, 3.845, -4.360], [-0.449, 0.499, 0.544], [2.799, -2.451, 1.140]], "lowdin_charge": [-0.096, -0.664, -0.475, -0.093, -0.040, -0.250, -0.087, 0.059, 0.094, 0.100, 0.079, -0.079, 0.093, 0.016, 0.085, 0.064, 0.091, 0.117, 0.109, -0.003, 0.086, 0.795], "gap_ha": 0.34835, "lumo_energy_ev": 0.9, "energy_ev": -18318.394, "smiles": "C[C@H](S)[C@]1(C)C[C@@H]1C", "de_lowest_kcal_mol": 67.7, "total_charge": 0}